Entry 1:
65
Properties=species:S:1:pos:R:3:mulliken_charge:R:1 method="wB97M-V/def2-TZVPD" lumo_ev=-7.6504 homo_lumo_gap_ev=4.239 e_homo_ha=-0.437 charge=+2
Au 0.145 -0.614 0.109 0.985
I -0.255 -0.303 2.708 0.150
C -1.574 -1.926 2.666 0.720
C -2.044 -2.423 3.839 -0.583
C -2.950 -3.505 3.788 -0.664
C -3.330 -4.013 2.582 -0.844
C -2.836 -3.483 1.361 0.700
C -3.228 -4.027 0.115 -0.817
C -2.735 -3.531 -1.051 -1.103
C -1.816 -2.454 -1.038 -0.268
C -1.416 -1.916 0.145 0.541
C -1.919 -2.398 1.390 -0.166
H -1.741 -2.013 4.794 0.413
H -3.330 -3.923 4.710 0.411
H -4.019 -4.848 2.535 0.421
H -3.924 -4.857 0.109 0.420
H -3.031 -3.954 -2.002 0.428
H -1.432 -2.101 -1.977 0.851
C 10.527 0.068 -8.768 -0.855
O 9.136 0.048 -9.084 -0.448
C 8.257 0.017 -8.069 0.919
C 8.612 0.017 -6.722 -0.401
C 7.624 -0.008 -5.753 -0.828
C 6.280 -0.035 -6.102 0.428
C 5.939 -0.041 -7.457 -0.461
C 6.910 -0.015 -8.429 -0.847
C 5.271 -0.055 -5.051 0.296
N 5.506 -0.022 -3.752 -0.813
C 4.280 -0.063 -3.166 0.832
C 3.271 -0.119 -4.100 -0.126
N 3.924 -0.112 -5.308 -0.137
C 1.892 -0.148 -3.758 0.461
C 0.802 -0.133 -4.647 -0.407
C -0.481 -0.090 -4.163 -1.375
C -0.698 -0.133 -2.785 -0.706
N 0.319 -0.206 -1.938 -0.487
C 1.601 -0.168 -2.384 0.191
C 2.635 -0.080 -1.402 0.702
N 2.239 -0.019 -0.110 -0.470
C 3.155 0.081 0.844 0.059
C 4.523 0.122 0.557 -0.857
C 4.937 0.063 -0.749 -0.379
C 3.978 -0.028 -1.770 0.041
H 11.047 0.078 -9.718 0.244
H 10.811 -0.823 -8.205 0.355
H 10.784 0.964 -8.201 0.353
H 9.650 0.036 -6.425 0.424
H 7.891 -0.008 -4.705 0.460
H 4.902 -0.066 -7.774 0.245
H 6.658 -0.019 -9.481 0.429
H 3.510 -0.146 -6.223 0.183
H 0.973 -0.128 -5.716 0.493
H -1.330 -0.032 -4.828 0.462
H -1.690 -0.079 -2.360 1.022
H 2.801 0.134 1.864 0.184
H 5.231 0.199 1.370 0.448
H 5.986 0.088 -1.016 0.615
N -1.908 4.735 -0.393 -0.374
C -2.331 3.493 -0.144 0.487
N -3.587 3.354 0.293 -0.374
S -1.314 2.156 -0.396 -0.371
H -2.481 5.547 -0.232 0.194
H -0.968 4.867 -0.722 0.207
H -4.202 4.137 0.437 0.192
H -3.927 2.431 0.495 0.197

Entry 2:
69
Properties=species:S:1:pos:R:3:lowdin_spin:R:1 method="wB97M-V/def2-TZVPD" lumo_ev="-0.2872 / -0.2548" homo_lumo_gap_ev="7.158 / 7.207" multiplicity=4 e_homo_ha="-0.274 / -0.274" charge=0
Nd 0.912 0.503 -0.677 3.028
O 2.577 -2.753 -3.240 0.000
C 2.473 -1.865 -2.418 0.000
N 1.754 -0.741 -2.535 -0.007
C 0.904 -0.662 -3.731 0.000
C 1.368 -0.880 -4.978 0.000
C 0.535 -0.803 -6.073 0.000
C -0.804 -0.483 -5.852 0.000
C -1.309 -0.196 -4.586 0.000
C -0.414 -0.283 -3.498 0.000
N -0.809 -0.046 -2.170 -0.009
C -2.011 -0.416 -1.732 0.000
O -2.867 -0.963 -2.409 0.000
C -2.362 -0.186 -0.242 0.000
C -3.569 -0.528 0.372 0.000
C -3.779 -0.153 1.704 0.000
C -2.795 0.601 2.357 0.000
C -1.604 0.929 1.687 0.000
N -1.368 0.460 0.433 -0.004
C 3.219 -1.980 -1.127 0.000
C 4.016 -3.117 -0.984 0.000
C 4.889 -3.215 0.098 0.000
C 4.839 -2.189 1.057 0.000
C 3.944 -1.093 0.891 0.000
N 3.191 -0.973 -0.224 -0.003
H 2.398 -1.121 -5.080 0.000
H 0.885 -1.043 -7.087 0.000
H -1.519 -0.490 -6.673 0.000
H -2.280 -0.003 -4.378 0.000
H -4.302 -1.012 -0.313 0.000
H -4.688 -0.335 2.276 0.000
H -2.903 1.062 3.308 0.000
H -0.794 1.528 2.143 0.000
H 3.964 -3.871 -1.738 0.000
H 5.535 -4.043 0.253 0.000
H 5.504 -2.094 1.896 0.000
H 3.976 -0.295 1.572 0.000
Br -2.064 3.840 -3.781 0.000
C -2.016 4.207 -1.902 0.000
C -3.004 5.009 -1.374 0.000
C -2.831 5.306 -0.048 0.000
C -1.773 4.821 0.683 0.000
C -0.904 3.914 0.048 0.000
N -1.054 3.543 -1.248 0.000
C 0.222 3.357 0.960 0.000
O 0.158 3.681 2.157 0.000
O 0.990 2.591 0.352 -0.004
H -3.796 5.408 -1.987 0.000
H -3.547 5.854 0.523 0.000
H -1.624 5.176 1.739 0.000
Cl -1.132 -4.963 0.618 0.000
C -0.996 -4.298 -1.003 0.000
Cl 0.669 -3.849 -1.294 0.000
H -1.574 -3.347 -0.973 0.000
H -1.396 -4.942 -1.786 0.000
C -0.140 -0.316 6.123 0.000
C 0.529 -0.257 4.786 0.000
C 0.948 0.962 4.288 0.000
C 1.505 1.008 3.022 0.000
N 1.523 0.007 2.159 -0.002
C 1.130 -1.230 2.723 0.000
C 0.627 -1.346 3.950 0.000
H 0.025 0.592 6.671 0.000
H 0.165 -1.226 6.636 0.000
H -1.230 -0.295 5.908 0.000
H 0.751 1.902 4.842 0.000
H 1.582 2.021 2.562 0.000
H 1.250 -2.095 2.077 0.000
H 0.304 -2.285 4.267 0.000

Entry 3:
65
Properties=species:S:1:pos:R:3:mulliken_charge:R:1 method="wB97M-V/def2-TZVPD" lumo_ev=1.9692 homo_lumo_gap_ev=4.290 e_homo_ha=-0.085 charge=-1
Pd -0.121 -1.146 -1.345 0.750
C -2.770 1.860 2.465 -0.760
C -3.610 0.866 1.970 -0.806
C -3.348 0.242 0.763 -0.179
C -2.214 0.579 -0.006 0.355
C -1.394 1.607 0.497 -0.190
C -1.664 2.225 1.707 -0.321
N -1.848 -0.065 -1.165 -0.735
C -2.796 -0.519 -2.087 0.258
C -4.094 -0.042 -2.228 -0.264
C -4.952 -0.558 -3.205 -0.785
C -4.503 -1.550 -4.061 -0.498
C -3.196 -2.023 -3.971 -0.479
C -2.330 -1.503 -3.008 -0.113
N -1.013 -1.833 -2.872 0.237
N -0.443 -2.872 -3.573 -1.097
C 0.724 -3.178 -3.103 0.253
C 1.553 -4.196 -3.701 -0.724
C 2.756 -4.506 -3.166 -0.059
C 3.228 -3.826 -2.003 -1.020
C 2.423 -2.858 -1.471 -0.298
N 1.223 -2.518 -1.968 -0.196
H -2.979 2.339 3.414 0.443
H -4.482 0.566 2.542 0.353
H -4.016 -0.527 0.392 0.677
H -0.535 1.900 -0.095 0.397
H -1.005 3.014 2.057 0.399
H -4.447 0.741 -1.569 0.426
H -5.964 -0.179 -3.283 0.345
H -5.167 -1.962 -4.813 0.335
H -2.823 -2.786 -4.640 0.427
H 1.170 -4.692 -4.583 0.412
H 3.366 -5.276 -3.625 0.343
H 4.183 -4.056 -1.551 0.384
H 2.726 -2.304 -0.588 0.490
C -1.727 -2.838 1.800 -1.044
O -0.593 -2.068 1.441 -0.348
C -0.221 -1.059 2.239 0.202
C -0.675 -0.859 3.529 -0.336
C -0.167 0.200 4.275 -0.651
Br -0.809 0.461 6.042 -0.226
C 0.771 1.055 3.767 -0.420
C 1.217 0.876 2.449 1.065
C 0.716 -0.168 1.679 0.017
O 1.092 -0.350 0.395 -0.259
C 2.132 1.817 1.824 0.162
N 2.630 1.658 0.621 -0.338
C 3.417 2.769 0.380 0.199
C 4.168 3.112 -0.740 -0.827
C 4.862 4.307 -0.705 -0.550
C 4.817 5.147 0.416 -0.391
C 4.075 4.819 1.536 -1.081
C 3.380 3.617 1.494 0.666
N 2.556 2.981 2.401 -0.042
H -1.516 -3.474 2.665 0.362
H -1.946 -3.454 0.933 0.251
H -2.578 -2.187 2.012 0.400
H -1.421 -1.513 3.954 0.503
H 1.146 1.862 4.381 0.490
H 1.714 0.387 0.155 0.599
H 4.193 2.460 -1.603 0.473
H 5.453 4.605 -1.561 0.378
H 5.373 6.075 0.403 0.379
H 4.040 5.470 2.400 0.379
H 2.265 3.334 3.294 0.227

Entry 4:
71
Properties=species:S:1:pos:R:3:lowdin_spin:R:1 method="wB97M-V/def2-TZVPD" lumo_ev="2.1415 / 2.0225" homo_lumo_gap_ev="5.509 / 6.772" multiplicity=4 e_homo_ha="-0.124 / -0.175" charge=-1
V -0.988 0.910 -1.126 2.230
C -2.501 -5.256 0.131 0.001
S -1.865 -4.403 -1.342 0.005
C -2.083 -2.663 -0.913 0.014
S -2.289 -2.185 0.677 0.019
N -2.145 -1.965 -2.004 0.005
N -2.111 -0.647 -2.074 0.074
C -2.746 -0.111 -3.087 0.058
C -2.675 1.286 -3.273 0.073
C -3.270 1.938 -4.370 0.002
C -3.150 3.299 -4.495 0.064
C -2.421 3.996 -3.523 0.014
C -1.860 3.301 -2.475 0.052
N -1.992 1.985 -2.322 0.044
H -1.737 -5.914 0.536 0.000
H -3.381 -5.826 -0.156 0.000
H -2.754 -4.482 0.857 0.000
H -3.317 -0.734 -3.775 0.004
H -3.791 1.346 -5.108 -0.002
H -3.590 3.821 -5.331 0.004
H -2.283 5.062 -3.603 0.000
H -1.263 3.792 -1.717 0.003
C 4.491 -3.829 2.410 0.000
C 3.840 -2.497 2.192 0.000
C 4.585 -1.426 1.710 0.000
C 3.989 -0.193 1.523 0.000
C 2.649 -0.011 1.818 0.000
C 1.893 -1.061 2.302 0.001
C 2.497 -2.298 2.480 0.000
S 2.092 1.667 1.454 -0.001
O 2.432 2.498 2.586 0.000
O 2.715 2.007 0.207 0.000
N 0.449 1.615 1.172 -0.001
C -0.491 1.221 2.110 -0.010
C -0.123 1.121 3.448 0.024
C -1.056 0.807 4.431 -0.009
C -2.378 0.670 4.101 0.020
C -2.793 0.799 2.763 0.000
C -4.159 0.735 2.427 0.075
C -4.514 0.824 1.102 -0.003
C -3.522 0.936 0.140 0.082
N -2.212 0.992 0.396 -0.007
C -1.842 0.996 1.718 0.021
H 5.137 -3.777 3.286 0.000
H 5.104 -4.100 1.554 0.000
H 3.749 -4.606 2.571 0.000
H 5.629 -1.566 1.472 0.000
H 4.538 0.642 1.120 0.000
H 0.845 -0.944 2.534 0.001
H 1.905 -3.119 2.852 0.000
H 0.899 1.328 3.724 0.001
H -0.732 0.711 5.457 -0.001
H -3.128 0.461 4.849 0.001
H -4.893 0.626 3.211 0.004
H -5.547 0.758 0.789 -0.002
H -3.813 0.966 -0.903 0.008
Cl 5.788 -1.062 -1.955 0.002
C 4.185 -0.442 -2.098 0.007
C 3.178 -0.985 -1.314 0.000
C 1.918 -0.441 -1.412 0.009
Cl 0.612 -0.942 -0.424 0.014
C 1.573 0.585 -2.326 0.008
O 0.376 1.002 -2.433 0.033
C 2.650 1.075 -3.105 0.004
Cl 2.306 2.337 -4.215 0.002
C 3.937 0.596 -2.984 -0.001
H 3.371 -1.802 -0.636 0.000
H 4.734 1.024 -3.575 0.000
N 0.345 3.425 -0.312 0.037
C -0.028 2.264 -0.045 0.015
H 1.028 3.864 0.315 0.002

Maximum force / eV/A: 0.9, 4.1, 0.5, 2.7
M / g mol⁻¹: 852.51, 839.62, 698.90, 782.08